{"formula": "C12H17N", "method": "the ωB97M-V functional and the def2-TZVPD basis", "symbols": ["N", "C", "C", "C", "C", "C", "C", "C", "C", "C", "C", "C", "C", "H", "H", "H", "H", "H", "H", "H", "H", "H", "H", "H", "H", "H", "H", "H", "H", "H"], "xyz": [[-0.207003, -2.040575, 0.581111], [0.190174, 1.249306, 1.952406], [0.424852, 1.404928, -2.276668], [-0.675745, 0.680414, -3.037721], [-0.970925, 1.886158, 1.593491], [-2.014308, 1.169550, 0.988540], [-0.736951, -0.818575, 0.943363], [-0.874886, -0.760237, -2.554219], [1.376051, -1.034477, 1.766344], [0.336073, -0.080021, 1.569355], [-1.903467, -0.138835, 0.558057], [2.610204, -0.683783, 2.567525], [1.052223, -2.203740, 1.135818], [-1.766425, -1.189336, -3.029128], [2.647261, 0.317257, 3.003094], [3.401288, -0.654106, 1.805185], [-1.604810, 1.260121, -2.930953], [-0.121688, -1.488731, -2.869250], [-0.766407, -0.830247, -1.472725], [1.449869, 1.287019, -2.619082], [-1.205104, 2.881545, 1.977845], [0.900204, 1.756390, 2.591412], [0.436863, 1.128647, -1.207645], [-2.657329, -0.570513, -0.082333], [-2.949633, 1.640651, 0.681618], [2.871752, -1.397675, 3.337311], [-0.430473, 0.599194, -4.102691], [-0.737333, -2.807497, 0.200420], [0.250866, 2.508481, -2.240516], [1.674805, -3.071313, 1.170046]], "forces_ev_per_a": [[-0.498, -0.814, 0.238], [-0.280, 0.051, 0.047], [0.007, 1.325, 1.025], [0.449, -0.526, -0.146], [-1.066, 0.125, 0.996], [-0.550, 0.028, -1.273], [1.323, 1.345, -0.850], [0.319, -0.444, -0.391], [0.702, 0.589, 0.870], [-1.168, -1.724, 0.133], [0.631, -0.250, 0.584], [0.647, -0.108, -1.442], [-0.004, 1.800, 0.976], [-0.296, 0.144, 0.792], [-0.591, -0.144, -0.017], [0.377, -0.157, 0.493], [0.174, -0.345, -0.072], [0.542, 0.506, -0.435], [-0.878, 0.057, -0.175], [-0.028, -0.348, -0.357], [0.300, -0.154, -0.343], [0.289, -0.017, -0.270], [-0.143, -0.129, -0.315], [-0.178, -0.195, 0.209], [0.331, 0.326, 0.341], [-0.008, -0.236, 0.082], [-0.152, 0.452, 0.027], [-0.020, 0.193, 0.004], [0.073, -0.715, -0.275], [-0.306, -0.635, -0.457]], "lowdin_charge": [0.06, -0.04, -0.12, -0.30, -0.10, -0.10, -0.21, -0.13, -0.24, -0.14, -0.05, -0.04, -0.05, 0.07, 0.07, 0.08, 0.10, 0.07, 0.02, 0.06, 0.10, 0.11, 0.06, 0.11, 0.10, 0.07, 0.10, 0.15, 0.08, 0.12], "de_lowest_kj_mol": 88.7, "homo_energy_ev": -7.8, "e_lumo_ev": 0.9040}